No. 1
A structure of composition C19H21N9PdS. Source: the OMol25 dataset; level of theory: ωB97M-V with the def2-TZVPD basis set.

The LUMO energy (spin up / spin down) comes out at -5.5 / -7.4 eV. The HOMO energy (spin up / spin down) is -14.01 / -14.00 eV. As for the expectation value of S²: 2.005. Its total charge is +2. The value obtained for the HOMO-LUMO gap (spin up / spin down) is 0.3127 / 0.2436 Ha. Its spin multiplicity is 3.

Element x y z (Å)
Pd  0.271  0.133  0.089
C  -2.449  -0.913  1.628
N  -1.693  -1.405  0.466
C  -1.186  -2.781  0.577
C  0.283  -2.803  0.873
N  1.060  -1.758  0.731
C  2.349  -2.146  1.071
C  3.537  -1.423  1.122
C  4.669  -2.102  1.521
C  4.625  -3.463  1.860
C  3.451  -4.186  1.823
C  2.310  -3.499  1.428
N  0.980  -3.878  1.289
C  -1.631  0.030  2.457
N  -0.521  0.582  2.034
C  -0.049  1.404  3.048
C  1.096  2.191  3.128
C  1.295  2.894  4.298
C  0.381  2.820  5.360
C  -0.752  2.036  5.294
C  -0.948  1.323  4.119
N  -1.936  0.440  3.703
H  -2.795  -1.741  2.252
H  -3.341  -0.386  1.281
H  -2.281  -1.343  -0.351
H  -1.358  -3.306  -0.365
H  -1.722  -3.338  1.350
H  3.556  -0.373  0.860
H  5.614  -1.579  1.578
H  5.539  -3.957  2.158
H  3.425  -5.236  2.084
H  0.616  -4.800  1.461
H  1.794  2.236  2.302
H  2.173  3.514  4.405
H  0.573  3.396  6.255
H  -1.453  1.986  6.117
H  -2.742  0.171  4.244
C  -0.721  2.287  -4.969
C  0.352  2.451  -3.965
N  1.391  3.202  -4.055
N  2.079  3.019  -2.896
C  1.496  2.161  -2.065
S  2.030  1.669  -0.541
N  0.377  1.782  -2.739
N  -0.546  0.877  -2.234
H  -0.504  2.913  -5.829
H  -1.688  2.582  -4.557
H  -0.788  1.249  -5.301
H  2.943  3.517  -2.744
H  -1.454  1.323  -2.161
H  -0.614  0.079  -2.856

No. 2
The molecule C19H21NO5. Source: the OMol25 dataset; level of theory: ωB97M-V with the def2-TZVPD basis set.

The LUMO energy comes out at 0.7 eV. The HOMO energy is -8.48 eV. The value obtained for the HOMO-LUMO gap is 0.3388 Ha.

Element x y z (Å)
C  -2.870  -1.761  1.759
H  -2.471  -2.393  2.559
O  -2.367  -2.144  0.502
C  -1.029  -2.059  0.281
C  -0.087  -1.632  1.213
C  1.255  -1.608  0.875
C  1.690  -1.998  -0.384
C  0.743  -2.402  -1.318
C  -0.597  -2.438  -0.992
H  -1.337  -2.760  -1.707
H  1.058  -2.700  -2.307
C  3.156  -1.916  -0.728
N  3.579  -0.527  -0.742
C  4.257  0.028  0.277
O  4.811  -0.590  1.158
C  4.244  1.569  0.236
H  4.473  1.938  -0.768
H  4.950  1.960  0.970
O  2.953  2.029  0.648
C  1.984  2.085  -0.259
O  2.137  1.822  -1.429
C  0.669  2.483  0.360
H  0.684  2.251  1.425
H  0.524  3.559  0.245
C  -0.468  1.734  -0.335
O  -1.657  2.012  0.367
C  -2.801  1.371  -0.018
C  -2.903  0.503  -1.098
C  -4.117  -0.101  -1.379
C  -5.232  0.151  -0.603
C  -5.132  1.025  0.469
C  -3.929  1.631  0.762
H  -3.831  2.312  1.593
H  -5.997  1.233  1.082
H  -6.173  -0.326  -0.829
H  -4.184  -0.779  -2.217
H  -2.049  0.286  -1.720
H  -0.258  0.655  -0.321
H  -0.542  2.062  -1.380
H  3.108  0.079  -1.403
H  3.350  -2.360  -1.707
H  3.762  -2.422  0.028
H  1.980  -1.283  1.608
H  -0.386  -1.324  2.202
H  -2.653  -0.711  1.976
H  -3.948  -1.893  1.695

No. 3
The molecule C19H21NO5S. Source: the OMol25 dataset; level of theory: ωB97M-V with the def2-TZVPD basis set.

The LUMO energy comes out at 0.5 eV. The HOMO energy is -8.34 eV. The value obtained for the HOMO-LUMO gap is 0.3257 Ha.

Element x y z (Å)
C  2.039  0.058  -1.665
C  1.467  1.082  -0.736
C  0.215  1.640  -0.963
C  -0.314  2.578  -0.089
C  0.400  2.983  1.033
C  1.659  2.430  1.258
C  2.178  1.492  0.388
H  3.154  1.070  0.578
H  2.215  2.729  2.133
C  -0.175  3.936  2.013
H  -1.093  4.407  1.676
H  0.538  4.691  2.337
S  -0.610  3.034  3.562
O  -1.436  3.913  4.344
O  0.601  2.546  4.160
C  -1.633  1.614  3.012
H  -2.430  1.517  3.745
C  -0.793  0.355  2.911
H  -0.570  -0.016  3.911
C  -1.549  -0.724  2.139
O  -2.130  -1.643  2.671
N  -1.543  -0.519  0.804
H  -0.962  0.208  0.410
C  -2.152  -1.443  -0.132
C  -1.106  -2.118  -0.980
C  -0.183  -2.960  -0.375
C  0.827  -3.587  -1.099
C  0.875  -3.335  -2.449
C  -0.047  -2.487  -3.064
C  -1.042  -1.864  -2.352
H  -1.750  -1.215  -2.841
O  0.236  -2.401  -4.401
C  1.352  -3.239  -4.615
O  1.755  -3.806  -3.387
H  1.081  -4.041  -5.321
H  2.180  -2.649  -5.038
H  1.538  -4.244  -0.628
H  -0.258  -3.135  0.687
H  -2.692  -2.177  0.473
H  -2.865  -0.904  -0.763
H  0.150  0.580  2.411
H  -2.056  1.909  2.055
H  -1.285  3.008  -0.291
H  -0.348  1.347  -1.837
H  3.077  0.291  -1.895
H  2.012  -0.926  -1.198
H  1.473  0.012  -2.591

No. 4
A structure of composition C19H21O4STi. Source: the OMol25 dataset; level of theory: ωB97M-V with the def2-TZVPD basis set.

The LUMO energy (spin up / spin down) comes out at -1.2 / -1.0 eV. The HOMO energy (spin up / spin down) is -8.07 / -8.07 eV. As for the expectation value of S²: 0.755. The value obtained for the HOMO-LUMO gap (spin up / spin down) is 0.2541 / 0.2585 Ha. Its spin multiplicity is 2.

Element x y z (Å)
C  0.712  -1.713  2.839
C  -0.634  -1.979  2.365
C  -0.580  -2.118  0.932
H  -1.504  -2.081  3.018
C  0.790  -1.912  0.515
C  1.587  -1.645  1.688
H  2.669  -1.532  1.707
H  0.980  -1.676  3.895
H  -1.403  -2.401  0.283
H  1.172  -2.073  -0.489
C  -0.775  2.199  1.499
C  -0.421  1.877  2.857
C  1.000  1.554  2.889
H  -1.043  1.983  3.737
C  1.517  1.736  1.552
C  0.428  2.144  0.703
H  0.512  2.470  -0.332
H  -1.771  2.475  1.152
H  1.552  1.278  3.790
H  2.569  1.694  1.281
Ti  0.028  0.015  1.649
O  -0.038  -0.136  -2.503
C  -1.239  -0.790  -2.995
C  0.070  -0.901  -3.753
H  -1.545  -1.657  -2.416
H  -1.997  -0.145  -3.439
H  0.603  -1.854  -3.669
H  1.058  -1.874  -6.079
C  0.776  -0.820  -6.171
C  0.268  -0.164  -5.012
C  -0.122  1.188  -5.133
H  -0.527  1.710  -4.257
C  0.030  1.864  -6.348
H  -0.247  2.918  -6.404
C  0.526  1.205  -7.479
H  0.628  1.735  -8.423
C  0.886  -0.147  -7.389
H  1.252  -0.682  -8.268
C  -0.312  -0.343  7.139
S  -1.644  -0.086  5.966
O  -2.592  -1.182  6.117
O  -2.230  1.223  6.232
O  -0.921  -0.148  4.676
H  -0.553  -0.078  8.184
H  0.523  0.273  6.800
H  -0.037  -1.402  7.094

No. 5
A structure of composition C19H22AgN5O2. Source: the OMol25 dataset; level of theory: ωB97M-V with the def2-TZVPD basis set.

The LUMO energy comes out at 0.1 eV. The HOMO energy is -7.29 eV. The value obtained for the HOMO-LUMO gap is 0.2726 Ha.

Element x y z (Å)
Ag  0.846  0.562  -0.122
O  -4.826  0.652  0.295
C  -4.596  1.347  1.443
C  -5.651  1.700  2.281
C  -5.413  2.365  3.472
C  -4.114  2.671  3.848
C  -3.069  2.308  3.014
C  -3.284  1.667  1.799
C  -2.080  1.345  0.958
O  -1.065  0.908  1.543
N  -2.233  1.632  -0.345
N  -1.128  1.354  -1.048
C  -1.137  1.587  -2.311
C  0.052  1.286  -3.121
C  0.049  1.557  -4.490
C  1.172  1.266  -5.241
C  2.279  0.708  -4.615
C  2.203  0.469  -3.254
N  1.129  0.745  -2.521
H  -5.771  0.482  0.226
H  -6.665  1.442  1.993
H  -6.246  2.636  4.108
H  -3.919  3.184  4.780
H  -2.047  2.525  3.296
H  -2.021  2.002  -2.792
H  -0.832  1.992  -4.943
H  1.187  1.471  -6.304
H  3.175  0.466  -5.168
H  3.041  0.034  -2.723
C  1.538  -0.542  2.625
C  2.189  -0.478  4.031
N  3.243  0.537  4.058
C  2.646  1.847  3.793
C  1.887  1.829  2.442
N  2.105  0.527  1.771
C  3.554  0.304  1.617
C  4.221  0.240  3.016
H  0.460  -0.392  2.665
H  1.736  -1.498  2.137
H  2.628  -1.439  4.306
H  1.452  -0.221  4.792
H  3.447  2.588  3.790
H  1.972  2.092  4.615
H  2.239  2.616  1.772
H  0.811  1.948  2.562
H  3.953  1.122  1.015
H  3.701  -0.623  1.060
H  5.041  0.956  3.094
H  4.631  -0.753  3.210

No. 6
A structure of composition C19H22Cl2CuNO9S. Source: the OMol25 dataset; level of theory: ωB97M-V with the def2-TZVPD basis set.

The LUMO energy (spin up / spin down) comes out at 2.3 / 1.9 eV. The HOMO energy (spin up / spin down) is -6.08 / -6.05 eV. As for the expectation value of S²: 0.753. Its total charge is -1. The value obtained for the HOMO-LUMO gap (spin up / spin down) is 0.3083 / 0.2915 Ha. Its spin multiplicity is 2.

Element x y z (Å)
Cu  -0.235  0.125  -0.298
O  -0.427  -3.423  -1.966
C  -0.376  -2.513  -1.163
O  0.041  -1.334  -1.405
C  -0.692  -2.869  0.330
C  0.546  -2.515  1.173
C  0.433  -3.196  2.552
C  -0.593  -2.288  3.256
C  -0.933  -1.309  2.120
O  0.341  -1.144  1.487
C  -1.778  -2.070  1.074
C  -2.664  -1.140  0.183
O  -3.814  -1.491  -0.007
O  -2.146  -0.057  -0.233
H  -0.911  -3.938  0.326
H  1.496  -2.654  0.657
H  1.399  -3.189  3.056
H  0.090  -4.224  2.462
H  -0.144  -1.762  4.097
H  -1.473  -2.822  3.604
H  -1.310  -0.327  2.407
H  -2.484  -2.748  1.561
C  6.796  2.069  -0.457
C  5.637  3.020  -0.423
C  5.531  3.980  0.577
C  4.520  4.923  0.543
C  3.615  4.906  -0.498
C  3.669  3.932  -1.477
C  4.678  2.986  -1.432
S  2.392  6.204  -0.581
O  2.962  7.429  -0.084
O  1.811  6.233  -1.898
N  1.279  5.705  0.560
C  0.541  4.530  0.138
C  -0.290  3.964  1.282
C  -0.373  2.428  1.248
O  -0.826  1.844  2.225
O  0.100  1.888  0.196
H  7.314  2.045  0.500
H  7.507  2.391  -1.221
H  6.468  1.063  -0.711
H  6.246  3.990  1.387
H  4.428  5.687  1.298
H  2.935  3.936  -2.266
H  4.725  2.217  -2.188
H  0.688  6.474  0.842
H  1.291  3.793  -0.161
H  -0.084  4.735  -0.740
H  -1.315  4.336  1.256
H  0.143  4.264  2.237
Cl  3.052  1.718  1.763
C  2.124  1.745  3.270
Cl  2.546  3.158  4.227
H  2.372  0.854  3.842
H  1.060  1.785  3.032

Asked for DFT total energy across the records above, the calculation gives -47756.9629, -31771.8067, -42606.6129, -62181.5603, -35603.5153, -120501.3079 eV in order.